{
  "formula": "C5H8O2",
  "method": "ωB97M-V with the def2-TZVPD basis set",
  "spin_multiplicity": 1,
  "gap_ev": 10.54,
  "homo_energy_ev": -9.74,
  "lumo_ev": 0.8,
  "total_energy_ha": -345.75489,
  "de_lowest_ev": 1.362,
  "species": ["O", "C", "O", "C", "C", "C", "C", "H", "H", "H", "H", "H", "H", "H", "H"],
  "coordinates": [[-1.435, 0.823, 1.335], [-1.124, -0.127, 0.685], [-2.053, -0.772, -0.101], [0.274, -0.790, 0.684], [1.412, 0.208, 0.458], [1.889, 0.095, -0.942], [1.300, 0.698, -2.046], [-2.815, -0.110, -0.073], [0.261, -1.440, -0.241], [0.239, -1.342, 1.637], [2.076, -0.039, 1.279], [1.061, 1.290, 0.674], [2.580, -0.715, -1.171], [0.314, 1.266, -1.979], [1.680, 0.175, -3.023]],
  "atomic_forces_ev_per_a": [[0.0044, 0.7315, 0.2647], [0.3272, -1.0984, -0.5813], [-0.4614, 1.8222, 0.3682], [-2.2721, -0.3032, -1.7291], [-1.0797, 1.8806, 1.5233], [-1.2518, 0.9499, -2.4724], [0.7519, -2.8185, 0.9197], [0.9891, -1.4384, -0.0547], [-0.0044, 0.0173, 1.5075], [0.6359, -0.0005, -0.4378], [0.9863, 0.2704, -0.4571], [0.3904, -1.7012, -0.3061], [0.3077, 0.3444, 0.1410], [1.7855, -0.3995, -0.2654], [-1.1088, 1.7434, 1.5796]],
  "lowdin_charge": [0.1017, -0.5262, 0.0587, -0.1045, -0.2262, -0.2093, -0.0009, 0.1497, 0.1287, 0.1291, 0.1015, 0.1445, 0.0931, 0.0782, 0.0819]
}



{
  "formula": "C7H7BrCl2Si",
  "method": "ωB97M-V with the def2-TZVPD basis set",
  "spin_multiplicity": 1,
  "gap_ev": [7.92, 7.39],
  "homo_energy_ev": [-8.49, -8.99],
  "lumo_ev": [-0.6, -1.6],
  "total_energy_ha": -4054.82524,
  "de_lowest_ev": 1.859,
  "species": ["C", "C", "C", "C", "C", "C", "C", "Si", "Cl", "Cl", "Br", "H", "H", "H", "H", "H", "H", "H"],
  "coordinates": [[1.612, 0.970, -0.262], [0.837, 2.053, -0.333], [1.017, -0.317, -0.042], [-0.563, 1.903, -0.233], [-0.385, -0.486, 0.076], [-1.075, 0.678, -0.138], [-1.142, -1.726, 0.533], [-4.431, 0.812, 0.001], [-5.106, 2.117, -1.368], [-5.141, 1.128, 1.936], [-5.011, -1.335, -0.537], [2.633, 1.137, -0.350], [1.366, 2.971, -0.468], [1.732, -1.240, 0.035], [-1.039, 2.889, -0.296], [-1.946, -1.576, 1.249], [-1.604, -2.020, -0.427], [-0.369, -2.394, 0.770]],
  "atomic_forces_ev_per_a": [[-1.3568, -3.1089, 0.3445], [-1.0911, 0.3154, 0.0799], [1.3109, -1.3165, 0.0403], [0.9595, 2.9525, -0.7387], [0.5667, 0.5324, 0.8259], [-1.3306, 0.0816, 0.5407], [0.1571, 1.1650, -2.6541], [1.1032, -1.4398, 0.7945], [-0.3749, 0.3789, -0.2509], [0.0802, 0.0978, -0.6833], [0.0922, 0.8343, 0.1041], [1.8463, -0.3927, -0.0820], [-0.4197, 0.8561, -0.0201], [-1.5377, 1.7408, 0.0210], [-0.7649, -0.7788, 0.0453], [0.4349, 0.1607, 0.2096], [-0.1304, -0.5742, 0.5953], [0.4552, -1.5045, 0.8280]],
  "lowdin_charge": [-0.1047, -0.1146, -0.0215, -0.1110, -0.2949, 0.0122, -0.0415, -0.5627, 0.2398, 0.1641, 0.1952, 0.0819, 0.1018, 0.1395, 0.1082, 0.0752, 0.0815, 0.0516]
}



{
  "formula": "C4H9N3S",
  "method": "ωB97M-V with the def2-TZVPD basis set",
  "spin_multiplicity": 3,
  "gap_ev": [7.63, 5.87],
  "charge": 2,
  "homo_energy_ev": [-16.43, -19.05],
  "s2": 2.02,
  "lumo_ev": [-8.8, -13.2],
  "total_energy_ha": -719.41887,
  "de_lowest_ev": 1.024,
  "species": ["C", "C", "C", "C", "N", "N", "N", "S", "H", "H", "H", "H", "H", "H", "H", "H", "H"],
  "coordinates": [[2.271, 1.140, 0.625], [1.281, -0.936, 0.254], [-0.626, 0.528, -0.574], [-2.515, -0.115, 1.191], [1.234, 1.933, 0.563], [2.286, -0.171, 0.236], [-0.067, -0.623, 0.029], [-2.154, 0.957, -0.121], [3.224, 1.454, 1.023], [1.374, -2.054, 0.290], [0.083, 1.198, -1.193], [-3.165, 0.559, 1.667], [-1.634, -0.121, 1.799], [-2.823, -1.082, 0.746], [1.379, 2.903, 0.903], [3.213, -0.624, 0.073], [-0.724, -1.350, 0.318]],
  "atomic_forces_ev_per_a": [[-1.6032, 4.4553, 0.3923], [-5.7429, -4.0426, -1.3028], [6.1185, -1.7300, -1.5146], [0.7956, 0.0613, -0.7864], [2.0557, -1.6856, 0.2360], [2.5985, 0.3176, -0.4928], [1.7952, 1.1999, -0.2295], [-2.9667, 2.1889, -0.4265], [0.3789, 0.2152, -0.0848], [0.4632, 1.2064, 0.1667], [-1.8328, -1.2974, 1.0958], [-2.0568, -0.2806, 1.1835], [0.4673, -0.5862, 0.5714], [-0.4760, 0.2979, 0.8158], [0.2453, -0.8947, 0.0216], [-0.8253, 0.5295, 0.5567], [0.5855, 0.0452, -0.2024]],
  "lowdin_charge": [-0.1352, -0.0262, -0.3958, -0.2578, 0.1593, 0.1236, 0.0375, 1.2560, 0.1573, 0.1985, 0.1402, 0.0555, 0.0739, 0.1202, 0.1239, 0.2259, 0.1432]
}



{
  "formula": "C39H66IN7RuSbSi3",
  "method": "ωB97M-V with the def2-TZVPD basis set",
  "spin_multiplicity": 5,
  "gap_ev": [8.39, 5.62],
  "charge": 3,
  "homo_energy_ev": [-15.75, -15.77],
  "s2": 6.03,
  "lumo_ev": [-7.4, -10.1],
  "total_energy_ha": -3409.48026,
  "de_lowest_ev": 0.000,
  "species": ["Ru", "C", "Sb", "C", "C", "C", "C", "C", "C", "N", "Si", "C", "C", "C", "C", "C", "C", "C", "C", "C", "N", "Si", "C", "C", "C", "Si", "C", "C", "C", "H", "H", "H", "H", "H", "H", "H", "H", "H", "H", "H", "H", "H", "H", "H", "H", "H", "H", "H", "H", "H", "H", "H", "H", "H", "H", "H", "H", "H", "H", "H", "H", "H", "H", "H", "H", "H", "H", "C", "C", "N", "C", "C", "C", "C", "N", "H", "H", "H", "H", "H", "H", "H", "H", "H", "H", "H", "H", "H", "H", "N", "C", "N", "C", "C", "C", "C", "C", "H", "H", "H", "H", "H", "H", "H", "H", "H", "H", "I", "C", "C", "C", "C", "N", "C", "H", "H", "H", "H"],
  "coordinates": [[0.508, -0.020, -0.765], [-3.831, -0.919, 1.709], [-2.055, 0.181, 1.319], [-1.356, -0.891, -0.521], [-0.802, -2.217, -0.129], [-1.448, -3.426, 0.094], [-0.676, -4.540, 0.389], [0.708, -4.423, 0.442], [1.285, -3.189, 0.187], [0.537, -2.123, -0.079], [-2.647, -0.843, -1.956], [-3.900, -2.212, -1.872], [-3.529, 0.800, -1.935], [-1.610, -1.091, -3.488], [-0.984, 0.405, 3.181], [0.500, 0.438, 2.934], [1.352, 0.893, 3.947], [2.720, 0.755, 3.825], [3.234, 0.140, 2.691], [2.344, -0.233, 1.713], [1.012, -0.060, 1.798], [-1.334, -1.096, 4.404], [-3.045, -0.983, 5.111], [-0.107, -1.083, 5.796], [-1.007, -2.652, 3.438], [-1.676, 2.126, 3.805], [-1.366, 2.441, 5.605], [-0.813, 3.398, 2.744], [-3.510, 2.214, 3.456], [-4.308, -1.105, 0.750], [-4.502, -0.329, 2.331], [-3.586, -1.855, 2.207], [-2.527, -3.488, 0.045], [-1.148, -5.496, 0.578], [1.333, -5.273, 0.679], [2.361, -3.053, 0.199], [-4.470, -2.267, -0.943], [-3.454, -3.189, -2.067], [-4.621, -2.025, -2.674], [-3.710, 1.170, -0.919], [-4.508, 0.684, -2.407], [-2.987, 1.571, -2.487], [-1.368, -2.151, -3.620], [-0.670, -0.539, -3.454], [-2.160, -0.770, -4.379], [0.928, 1.324, 4.845], [3.377, 1.100, 4.615], [4.295, -0.029, 2.563], [2.714, -0.683, 0.798], [-3.102, -0.173, 5.845], [-3.256, -1.913, 5.650], [-3.841, -0.842, 4.385], [-0.093, -0.169, 6.391], [0.908, -1.297, 5.457], [-0.406, -1.898, 6.467], [-1.689, -2.814, 2.599], [-1.098, -3.517, 4.104], [0.018, -2.641, 3.049], [-0.356, 2.809, 5.800], [-1.551, 1.572, 6.238], [-2.060, 3.225, 5.929], [0.276, 3.334, 2.834], [-1.105, 4.409, 3.047], [-1.085, 3.288, 1.686], [-4.089, 1.478, 4.017], [-3.773, 2.121, 2.393], [-3.859, 3.204, 3.766], [-1.056, 5.189, -0.582], [-1.878, 4.214, -1.414], [-1.090, 3.617, -2.500], [-1.118, 4.372, -3.773], [-2.310, 4.005, -4.643], [-0.439, 2.474, -2.365], [0.331, 1.942, -3.535], [-0.416, 1.794, -1.222], [-1.658, 5.572, 0.244], [-0.737, 6.043, -1.181], [-0.162, 4.712, -0.170], [-2.723, 4.722, -1.876], [-2.312, 3.429, -0.794], [-0.184, 4.221, -4.304], [-1.156, 5.427, -3.507], [-2.280, 2.955, -4.945], [-2.307, 4.615, -5.546], [-3.254, 4.186, -4.123], [1.131, 2.633, -3.803], [-0.312, 1.818, -4.406], [0.781, 0.985, -3.290], [-0.924, 2.243, -0.477], [1.835, -1.118, -2.339], [2.363, -2.039, -2.818], [2.929, -3.069, -3.363], [4.302, -3.021, -3.926], [5.163, -4.080, -3.258], [4.508, -5.458, -3.361], [3.100, -5.441, -2.761], [2.242, -4.383, -3.435], [4.701, -2.018, -3.796], [4.219, -3.220, -4.997], [5.311, -3.815, -2.206], [6.144, -4.080, -3.734], [5.120, -6.202, -2.855], [4.450, -5.758, -4.412], [3.163, -5.223, -1.688], [2.615, -6.411, -2.873], [1.258, -4.289, -2.978], [2.107, -4.623, -4.491], [3.344, 4.585, 1.900], [3.407, 3.232, 0.324], [4.484, 3.186, -0.550], [4.460, 2.253, -1.576], [3.383, 1.392, -1.681], [2.348, 1.427, -0.831], [2.362, 2.349, 0.146], [5.320, 3.866, -0.439], [5.273, 2.194, -2.287], [3.334, 0.654, -2.468], [1.503, 2.380, 0.804]],
  "atomic_forces_ev_per_a": [[0.0549, 0.3205, -0.1502], [-0.1300, 0.3233, 0.0279], [0.0043, -0.8470, -0.1912], [0.0786, 0.2577, 0.6434], [0.0029, -0.1002, 0.0130], [-0.0543, -0.0273, -0.0114], [0.0103, -0.0049, -0.0181], [0.0228, -0.0325, 0.0150], [0.0578, -0.0219, -0.0058], [-0.0931, 0.1050, -0.1450], [0.2739, 0.0724, -0.0720], [-0.0807, -0.1159, 0.0595], [-0.0475, 0.0851, 0.0137], [-0.0394, -0.0124, -0.1022], [0.0763, 0.2361, -0.1939], [-0.0036, 0.0142, 0.0177], [-0.0715, 0.0843, 0.0537], [0.0358, 0.0358, 0.0604], [0.0416, 0.0250, 0.0437], [-0.1354, -0.0164, 0.0522], [0.1352, -0.0024, -0.0744], [0.0529, 0.0240, -0.0724], [-0.1082, 0.0144, 0.0852], [0.0994, 0.0235, 0.1326], [-0.0567, -0.1559, -0.0897], [0.1142, 0.0471, -0.0730], [0.0032, 0.0126, 0.1480], [0.0621, 0.0996, 0.0021], [-0.1308, -0.0669, -0.0656], [-0.0167, -0.0230, 0.0060], [0.0286, -0.0488, -0.0111], [0.0108, -0.0064, -0.0247], [0.0388, -0.0104, -0.0039], [0.0047, 0.0218, -0.0067], [-0.0288, 0.0368, -0.0151], [-0.0355, 0.0083, -0.0138], [-0.0068, -0.0429, -0.0749], [-0.0337, 0.0165, 0.0174], [0.0342, -0.0306, 0.0377], [-0.0620, 0.0588, -0.0525], [0.0412, 0.0338, 0.0192], [-0.0230, -0.0017, 0.0532], [-0.0004, 0.0712, 0.0149], [-0.0536, -0.0460, -0.0569], [0.0368, -0.0516, 0.0608], [0.0617, -0.0410, -0.0694], [-0.0374, -0.0124, -0.0348], [-0.0310, 0.0020, 0.0101], [-0.0120, -0.0273, -0.0454], [-0.0418, -0.0601, -0.0620], [0.0248, 0.0737, -0.0329], [-0.0475, -0.0196, 0.0306], [0.0030, -0.0497, -0.0133], [-0.0452, -0.0076, 0.0537], [0.0254, 0.0605, -0.0396], [0.0720, -0.0293, 0.1064], [0.0181, 0.0620, -0.0728], [-0.0721, -0.0152, -0.0051], [-0.0663, -0.0306, 0.0225], [0.0066, 0.0566, 0.0106], [0.0744, -0.0405, -0.0140], [-0.0784, 0.0420, -0.0444], [0.0120, -0.0769, -0.0411], [0.0387, 0.0156, 0.0335], [-0.0025, 0.0375, -0.0212], [-0.0315, 0.0681, 0.1174], [0.0336, -0.0655, -0.0139], [0.0070, 0.0059, 0.0237], [0.1144, 0.1141, 0.0131], [-0.1533, -0.0240, -0.1185], [-0.0750, -0.0215, 0.0152], [-0.0412, -0.0437, 0.0309], [0.1765, 0.0063, 0.1052], [-0.0307, -0.0016, 0.0195], [0.1019, -0.4062, -0.2816], [0.0402, 0.0008, -0.0266], [0.0098, -0.0377, 0.0089], [-0.0433, 0.0097, 0.0027], [-0.0057, 0.0119, -0.0156], [-0.0577, -0.0860, 0.0009], [0.0437, -0.0019, -0.0018], [0.0223, 0.0332, 0.0339], [-0.0053, 0.0499, 0.0102], [-0.0004, -0.0257, 0.0414], [0.0478, -0.0139, -0.0320], [0.0145, 0.0189, 0.0144], [0.0148, 0.0241, 0.0175], [0.0377, -0.0176, -0.0018], [-0.0950, 0.1287, 0.1072], [-0.1448, 0.0622, 0.0485], [0.0794, -0.2310, -0.2252], [-0.0637, 0.0921, 0.0444], [-0.0659, -0.0466, 0.0274], [-0.0518, -0.0557, 0.0317], [-0.0365, 0.0441, -0.0009], [0.0774, 0.0450, 0.0180], [0.0981, 0.0537, 0.0120], [-0.0258, 0.0457, 0.0386], [-0.0299, 0.0311, -0.0322], [0.0200, 0.0041, -0.0126], [0.0012, -0.0162, 0.0055], [0.0073, -0.0112, -0.0064], [0.0111, -0.0065, 0.0279], [-0.0240, -0.0336, -0.0117], [0.0212, 0.0056, -0.0019], [-0.0157, 0.0482, 0.0385], [-0.0297, 0.0349, -0.0337], [-0.0146, -0.0091, -0.0107], [0.0300, 0.1300, 0.0886], [0.0656, -0.0464, -0.1104], [0.0661, 0.1215, 0.0455], [-0.1035, 0.0078, 0.0619], [0.0933, -0.0906, 0.2479], [-0.0273, -0.0948, -0.2520], [-0.0349, -0.0323, -0.0022], [-0.0401, -0.0069, 0.0213], [0.0099, -0.0233, 0.0246], [-0.0098, -0.0508, 0.0227]],
  "lowdin_charge": [1.3434, -0.2310, 1.6147, -0.5424, -0.4271, -0.0257, -0.0121, -0.0225, -0.1146, -0.0405, 0.4414, -0.1628, -0.1640, -0.1535, -0.5224, -0.4216, -0.0449, -0.0088, -0.0245, -0.1741, 0.0314, 0.4710, -0.1500, -0.1453, -0.1567, 0.4330, -0.1461, -0.1619, -0.1835, -0.0020, 0.0208, 0.0206, 0.1136, 0.1327, 0.1244, 0.1207, 0.0274, 0.0435, 0.0600, 0.0061, 0.0574, 0.0170, 0.0457, -0.0197, 0.0570, 0.0999, 0.1340, 0.1257, 0.0865, 0.0460, 0.0626, 0.0110, 0.0389, 0.0464, 0.0643, 0.0011, 0.0634, 0.0424, 0.0481, 0.0270, 0.0604, 0.0071, 0.0619, 0.0030, 0.0365, 0.0083, 0.0617, -0.0487, -0.1872, -0.0511, -0.1723, -0.0480, -0.3853, 0.0007, -0.0232, 0.0900, 0.0876, 0.0648, 0.1317, 0.0961, 0.1147, 0.1295, 0.0721, 0.0958, 0.0825, 0.1059, 0.0992, 0.0249, 0.0014, 0.0978, -0.2230, -0.0621, -0.1099, -0.1676, -0.1797, -0.1730, -0.1139, 0.1264, 0.1378, 0.1194, 0.1266, 0.1224, 0.1264, 0.1061, 0.1259, 0.1190, 0.1377, 0.9821, -0.7049, -0.0869, -0.0179, -0.1323, -0.0534, -0.2431, 0.1188, 0.1253, 0.0830, 0.0716]
}